DFT (ωB97M-V/def2-TZVPD) results for a 7-piece molecular cluster, H14O7 overall.

Atoms and positions in Å:
O: 2.019 -0.601 0.474
H: 2.552 -1.361 0.209
H: 2.273 0.095 -0.146
O: -0.249 -2.748 -2.941
H: -0.555 -2.529 -2.053
H: -0.838 -2.254 -3.517
O: -0.532 -0.587 -0.891
H: -0.771 0.346 -0.819
H: 0.249 -0.684 -0.329
O: -0.784 2.368 -0.752
H: -0.190 3.088 -0.521
H: -0.962 2.490 -1.691
O: 1.283 0.909 2.846
H: 1.763 0.575 2.078
H: 1.925 0.926 3.562
O: 1.347 -2.471 2.921
H: 1.310 -1.840 2.196
H: 1.868 -2.030 3.597
O: -3.747 2.456 -1.479
H: -4.679 2.226 -1.417
H: -3.284 1.627 -1.327

Computed properties:
energy = -535.0612 hartree
E_HOMO = -10.8 eV
SMILES = O.O.O.O.O.O.O
HOMO-LUMO gap = 10.80 eV
LUMO energy = 0.0 eV
ΔE to the lowest compared entry with this formula, charge and spin = 164.5 kJ/mol